[1]
The following is a quantum chemistry calculation of a single C18H19N3O6S molecule, from the OMol25 dataset.

XYZ file:
```
47
Properties=species:S:1:pos:R:3:forces:R:3:lowdin_charge:R:1
C 2.533769 4.004270 0.903379 0.1 0.2 0.2 -0.066
O 2.235182 2.777624 0.267675 -0.1 -0.3 -0.3 -0.094
C 2.629608 2.611390 -1.027669 0.1 -0.1 -0.2 -0.230
C 3.445508 3.492295 -1.724919 -0.1 0.1 0.3 -0.018
C 3.779545 3.234786 -3.044900 0.0 -0.1 -0.1 -0.085
C 3.301131 2.106867 -3.680572 0.1 0.1 -0.1 -0.092
C 2.491124 1.221665 -2.985848 0.0 0.1 0.1 -0.038
C 2.156042 1.452912 -1.665222 -0.1 0.0 0.2 -0.120
C 1.284725 0.525562 -0.856938 0.0 0.2 0.2 -0.112
N 0.898453 -0.679384 -1.548559 0.5 0.1 0.0 0.082
C -0.384134 -0.963365 -1.845263 0.1 -0.4 -0.3 -0.484
O -1.315658 -0.270638 -1.478953 -0.3 0.3 -0.2 0.053
C -0.605569 -2.231707 -2.649408 -0.3 0.1 0.3 -0.075
C -1.323730 -3.295157 -1.806677 0.4 -0.4 -0.2 -0.222
N -2.536424 -2.809107 -1.185245 -0.4 -0.1 0.8 -0.123
S -2.670414 -2.970966 0.460593 0.0 0.0 -0.2 0.641
O -4.011043 -2.619210 0.806626 0.0 0.4 -0.1 -0.278
O -2.171856 -4.274224 0.790453 0.3 0.1 -0.1 -0.289
C -1.558376 -1.760574 1.190304 -0.4 -0.7 -0.2 -0.267
C -0.299777 -2.172957 1.589206 0.0 -0.2 -0.1 -0.059
C 0.600904 -1.277230 2.148701 -0.1 0.3 0.0 0.001
C 0.177188 0.031304 2.281494 -0.5 -0.3 -0.2 -0.190
N 0.775611 1.168170 2.772712 -0.2 -0.1 0.0 0.211
C -0.100849 2.229352 2.667691 0.9 0.3 0.4 -0.507
O 0.105510 3.360068 2.998946 -0.3 0.2 0.0 0.119
O -1.255244 1.766241 2.124650 -0.5 0.3 -0.2 0.175
C -1.107320 0.433095 1.876398 0.4 -1.1 0.0 -0.171
C -2.002291 -0.454701 1.322708 0.1 0.6 0.3 0.036
H 1.978447 3.999568 1.840071 0.1 0.0 -0.1 0.070
H 2.201015 4.853249 0.301151 0.0 0.0 0.0 0.102
H 3.605575 4.096155 1.106230 0.0 0.0 -0.1 0.099
H 3.826986 4.381978 -1.250374 0.0 0.1 0.1 0.103
H 4.414377 3.929229 -3.573988 0.1 0.1 0.0 0.104
H 3.551985 1.912517 -4.711759 0.0 0.0 -0.1 0.100
H 2.104813 0.348193 -3.490019 0.0 -0.1 0.0 0.105
H 0.358686 1.043129 -0.587813 0.1 -0.1 0.1 0.135
H 1.810054 0.267087 0.069912 -0.2 0.1 -0.1 0.124
H 1.638400 -1.282537 -1.870370 -0.2 -0.1 -0.1 0.145
H 0.331831 -2.641755 -3.025215 0.0 0.0 0.0 0.115
H -1.244548 -1.974080 -3.496634 0.1 0.1 0.0 0.129
H -1.582860 -4.143068 -2.452062 0.2 0.1 0.1 0.122
H -0.668841 -3.669905 -1.015267 0.1 -0.1 -0.2 0.108
H -2.814915 -1.885715 -1.486946 -0.1 0.2 0.0 0.100
H -0.047697 -3.215550 1.478771 0.1 -0.1 0.0 0.111
H 1.581667 -1.588853 2.470084 0.1 -0.1 0.0 0.117
H 1.714512 1.258567 3.119445 -0.1 0.1 0.0 0.175
H -2.992619 -0.174598 1.009978 -0.1 0.1 0.0 0.136
```
Forces are in eV/Å.

Values from the calculation:
LUMO level = 0.3 eV
HOMO energy = -8.8 eV
Charge = 0
SMILES string = COc1ccccc1CNC(=O)CCNS(=O)(=O)c1ccc2[nH]c(=O)oc2c1
Energy above the lowest of the compared OMol25 structures with the same formula, charge and spin = 9.5 kcal per mole
Largest force on an atom = 0.0229 hartree/bohr


[2]
The following is a quantum chemistry calculation of a single C18H19N5O3 molecule, from the OMol25 dataset.

XYZ file:
```
45
Properties=species:S:1:pos:R:3:forces:R:3:lowdin_charge:R:1
C 5.803853 0.586886 1.433843 -0.1 0.0 -0.4 -0.056
C 5.803438 0.404551 -0.079426 0.6 -0.3 0.4 -0.230
O 4.756835 1.124369 -0.710490 -0.3 0.0 -0.2 -0.029
C 3.447842 0.816674 -0.540287 -0.2 0.1 0.0 -0.186
C 2.578291 1.844131 -0.906334 0.2 -0.1 0.1 0.011
C 1.208068 1.717610 -0.827633 -0.1 -0.2 0.1 -0.035
C 0.661481 0.528410 -0.359380 0.5 -0.1 -0.1 -0.138
C -0.793089 0.257919 -0.240739 -0.1 0.2 0.0 -0.404
O -1.243619 -0.871340 -0.253350 -0.1 -0.1 0.0 0.073
N -1.563393 1.383442 -0.096328 0.3 0.3 0.0 0.138
C -2.946310 1.487208 0.009395 -0.5 -0.1 0.0 -0.208
C -3.500082 2.753479 0.206380 0.1 -0.1 0.0 -0.027
C -4.868816 2.909306 0.310215 0.1 -0.1 0.0 -0.070
C -5.710764 1.815796 0.222435 -0.1 -0.2 0.0 -0.024
C -5.156604 0.556028 0.026380 0.4 1.1 0.1 -0.184
N -6.013723 -0.546548 -0.061156 -0.2 -1.6 -0.2 -0.051
C -5.754199 -1.871893 -0.214109 -0.2 0.6 0.1 -0.121
N -6.890588 -2.513496 -0.239720 0.7 -0.8 -0.1 0.018
N -7.840742 -1.593238 -0.104226 -0.9 -0.1 0.0 -0.046
N -7.350018 -0.435334 0.002495 0.0 1.3 0.1 0.043
C -3.784582 0.380702 -0.082504 -0.1 -0.2 0.0 0.059
C 1.517893 -0.517308 -0.019992 -0.1 0.0 0.0 0.050
C 2.895990 -0.410123 -0.106478 0.1 0.1 0.0 -0.170
O 3.755000 -1.423403 0.214642 0.0 0.5 -0.2 -0.079
C 3.253906 -2.699444 0.567761 -0.1 -0.5 0.0 -0.232
C 2.764368 -3.498279 -0.635547 0.1 0.3 0.2 -0.055
H 5.810119 1.645666 1.682973 0.0 0.1 0.1 0.080
H 4.922008 0.128027 1.872943 -0.1 -0.1 0.1 0.069
H 6.688286 0.118624 1.856311 0.1 -0.1 0.1 0.078
H 5.764911 -0.655888 -0.338558 0.1 0.2 0.0 0.114
H 6.707838 0.844314 -0.510037 -0.1 -0.1 0.1 0.124
H 3.026701 2.756370 -1.267221 0.1 0.1 0.0 0.123
H 0.590175 2.536288 -1.165685 -0.1 0.1 0.0 0.110
H -1.068171 2.260726 -0.023771 0.0 -0.2 0.0 0.128
H -2.850804 3.614394 0.277266 0.1 0.1 0.0 0.111
H -5.285167 3.892956 0.462603 0.0 0.1 0.0 0.108
H -6.780657 1.916371 0.301967 -0.1 0.0 0.0 0.102
H -4.785608 -2.313144 -0.296870 0.3 -0.1 0.0 0.120
H -3.350518 -0.591720 -0.235113 0.0 0.0 0.0 0.091
H 1.051120 -1.431049 0.310545 0.0 -0.1 0.0 0.113
H 2.469494 -2.612009 1.328589 0.1 0.0 0.0 0.121
H 4.115029 -3.200787 1.019718 -0.2 0.1 0.0 0.127
H 1.912922 -3.015776 -1.108219 -0.1 0.0 -0.1 0.071
H 3.561808 -3.586191 -1.369510 0.1 0.0 -0.1 0.081
H 2.470078 -4.493289 -0.313786 -0.1 -0.1 0.0 0.080
```
Forces are in eV/Å.

Values from the calculation:
LUMO level = 0.3 eV
HOMO energy = -8.5 eV
Charge = 0
SMILES string = CCOc1ccc(C(=O)Nc2cccc(-n3cnnn3)c2)cc1OCC
Energy above the lowest of the compared OMol25 structures with the same formula, charge and spin = 63.2 kcal per mole
Largest force on an atom = 0.0323 hartree/bohr


[3]
The following is a quantum chemistry calculation of a single C18H19NO molecule, from the OMol25 dataset.

XYZ file:
```
39
Properties=species:S:1:pos:R:3:forces:R:3:lowdin_charge:R:1
C 2.215486 1.522639 -1.106571 -0.3 1.7 0.2 0.006
C 1.143808 1.753926 -0.009778 -0.2 -0.6 -1.0 -0.400
C 1.823145 2.420109 1.167230 0.9 -1.0 1.3 -0.153
C 2.451406 1.653401 2.223643 -0.8 2.0 -0.8 0.003
C 3.050692 2.357488 3.282942 0.7 0.4 0.4 -0.077
C 3.157259 3.779035 3.274729 -0.6 -0.9 -1.2 -0.086
C 2.586530 4.457256 2.192906 0.5 0.6 1.6 -0.099
C 1.929656 3.794589 1.181719 0.0 0.2 -0.1 -0.065
C -0.095908 2.516483 -0.521183 -0.6 0.6 0.2 -0.045
C -1.226031 1.569673 -0.066596 -0.7 0.6 -1.4 -0.291
C -1.300296 0.363154 -0.998938 -1.1 0.1 -1.6 -0.069
C -0.058033 -0.423232 -0.550572 0.2 0.0 -0.6 -0.218
C -0.421818 -1.811302 -0.017236 -0.2 -0.1 0.3 -0.160
C -0.372648 -2.123495 1.342614 0.0 -0.2 0.2 -0.025
C -0.798682 -3.366061 1.826586 0.1 0.1 -0.3 -0.082
C -1.379300 -4.282754 0.969373 0.1 0.0 -0.9 -0.102
C -1.451814 -3.991416 -0.397573 0.3 0.8 0.4 -0.084
C -0.936250 -2.784248 -0.896218 -0.2 -0.4 0.7 -0.040
N 0.497279 0.503471 0.443687 1.5 -2.0 1.6 -0.039
O -0.690570 0.954080 1.065435 0.6 0.3 1.0 -0.029
H 2.684478 2.513047 -1.339588 -0.4 -0.8 0.3 0.108
H 1.840973 1.162506 -2.047342 -0.5 -0.3 -0.3 0.069
H 2.991906 0.878272 -0.767630 0.6 -0.6 0.4 0.078
H 2.375178 0.578528 2.143112 0.1 0.0 0.4 0.102
H 3.509586 1.849727 4.158088 -0.4 0.1 -0.9 0.104
H 3.687126 4.384827 4.012781 -0.2 -0.6 0.1 0.098
H 2.608980 5.550375 2.255490 0.0 -0.4 -0.5 0.105
H 1.509010 4.402007 0.396154 -0.1 -0.1 -0.2 0.108
H -0.089181 2.675128 -1.594312 0.0 -0.1 -0.2 0.119
H -0.215015 3.489535 -0.051003 0.0 0.0 0.0 0.103
H -2.190893 2.044162 0.155122 0.3 -0.1 0.0 0.159
H -2.224781 -0.189076 -0.801427 0.2 0.0 -0.1 0.120
H -1.283439 0.600938 -2.095671 0.0 0.0 1.0 0.131
H 0.624981 -0.566103 -1.393315 0.1 0.1 0.2 0.143
H -0.006690 -1.401709 2.064265 0.1 0.1 -0.2 0.107
H -0.663310 -3.630077 2.868809 -0.1 0.2 0.0 0.101
H -1.737642 -5.248654 1.293097 0.0 0.0 0.3 0.096
H -1.943122 -4.685730 -1.059275 0.1 -0.1 -0.2 0.094
H -0.964151 -2.632594 -1.965653 0.0 0.3 -0.1 0.108
```
Forces are in eV/Å.

Values from the calculation:
LUMO level = 0.8 eV
HOMO energy = -8.9 eV
Charge = 0
SMILES string = C[C@@]1(c2ccccc2)C[C@H]2C[C@H](c3ccccc3)N1O2
Energy above the lowest of the compared OMol25 structures with the same formula, charge and spin = 51.9 kcal per mole
Largest force on an atom = 0.0578 hartree/bohr